[1]
Formula: C21H42GaN3O5
Source: the OMol25 dataset
Level of theory: the ωB97M-V functional and the def2-TZVPD basis

Geometry as XYZ:
```
72
Properties=species:S:1:pos:R:3:forces:R:3
Ga -2.438 -2.982 -0.177 0.52 -0.44 -0.15
O 0.151 -1.505 0.712 -3.14 -2.85 -4.40
O 0.192 -2.265 -1.572 -2.75 -0.10 3.58
O -0.553 -6.813 -0.884 2.07 0.17 0.17
O -4.645 -1.522 1.249 0.27 2.77 -0.28
O -3.337 1.128 2.742 -0.58 0.74 -1.64
N -0.148 5.063 -1.335 7.53 -3.59 5.38
N -1.536 -1.096 -3.846 -1.70 -1.27 -0.61
N 3.701 3.740 2.490 8.48 5.20 2.49
C -0.510 -2.202 -0.439 5.36 3.01 0.69
C -3.069 -1.006 -3.913 -0.04 1.33 1.73
C 1.949 4.036 0.176 -0.77 0.34 -0.86
C -0.688 -5.392 -0.529 -1.85 1.82 0.09
C 2.695 2.972 -0.631 0.01 -0.37 -0.34
C -3.630 -1.292 -2.383 -0.26 -0.71 -0.38
C -3.568 -2.866 -1.927 -0.71 -0.07 -0.65
C 5.995 5.173 3.138 -0.92 -0.47 -0.50
C -2.169 -5.045 0.165 1.04 -1.41 -0.95
C 6.825 5.417 1.877 0.17 -0.06 -0.36
C -4.709 -0.098 0.867 -0.88 -0.27 -0.06
C -2.428 3.516 2.130 0.12 0.57 -0.79
C 0.850 -7.215 -1.071 -0.08 -0.57 -0.62
C 1.808 1.796 -1.026 0.00 -0.10 0.07
C -4.659 0.957 2.121 -0.62 0.89 -0.87
C -2.410 1.891 1.892 1.59 0.45 0.08
C 4.741 4.389 2.784 -7.11 -4.39 -1.65
C 0.803 4.597 -0.649 -6.45 3.27 -4.41
C 1.832 -6.056 -1.688 0.89 -0.58 0.60
C -3.262 -1.985 1.435 1.23 -0.56 1.36
C 7.279 4.125 1.205 0.06 -0.06 -0.11
H -5.492 0.714 2.937 2.17 0.19 -1.57
H 2.710 -6.610 -2.274 -1.71 1.11 1.34
H -5.776 0.051 0.353 2.13 -0.28 1.15
H 2.630 4.850 0.446 -0.34 0.02 -0.04
H -2.884 -0.703 -1.661 -1.77 -0.86 -1.59
H -1.667 4.001 1.349 -1.57 -1.13 1.60
H -4.645 -3.266 -1.640 1.93 0.82 -0.81
H 1.329 -5.333 -2.459 0.78 -1.37 1.82
H 2.301 -5.480 -0.759 -1.03 -0.87 -2.38
H 1.550 3.607 1.102 -0.06 0.13 -0.24
H 3.538 2.599 -0.039 -0.13 0.19 0.07
H -3.139 -3.589 -2.775 -0.86 1.60 1.60
H 1.234 -7.660 -0.040 -0.38 1.14 -1.96
H -3.923 0.181 0.039 -1.28 -0.63 1.74
H -3.283 -2.765 2.336 -0.08 1.70 -1.59
H -2.969 -5.658 -0.473 1.48 1.10 1.59
H -1.368 -2.130 -3.660 0.31 2.05 0.31
H 3.114 3.421 -1.540 0.01 0.12 0.15
H -1.166 -0.526 -3.050 -0.60 -1.25 -0.72
H 0.986 2.110 -1.676 0.07 0.00 0.11
H 6.428 3.527 0.864 0.09 0.07 0.12
H -4.964 2.026 1.691 0.41 -2.05 0.62
H -3.537 -1.722 -4.723 1.09 1.33 1.66
H 2.390 1.049 -1.575 -0.18 0.02 0.18
H -3.474 4.027 1.882 2.11 -1.22 0.69
H -2.516 -1.137 1.741 -1.55 -1.40 -0.39
H -3.366 0.125 -4.151 0.60 -2.33 0.15
H 5.706 6.128 3.589 -0.14 -0.23 -0.01
H 6.575 4.609 3.878 -0.21 -0.04 -0.10
H -2.183 -5.315 1.306 0.00 0.09 -2.12
H -2.514 1.689 0.741 -0.09 0.21 2.28
H -4.754 -0.938 -2.253 2.29 -0.34 -0.21
H 7.892 4.348 0.326 -0.05 -0.05 0.14
H 1.382 1.312 -0.140 0.03 -0.13 -0.22
H -1.313 1.524 2.184 -2.51 0.61 -0.64
H 7.876 3.515 1.892 -0.09 0.05 -0.11
H 7.708 6.010 2.139 -0.16 0.01 0.09
H 0.882 -8.129 -1.837 -0.40 1.83 1.57
H -2.058 3.856 3.191 -0.90 -0.88 -1.92
H 6.243 6.006 1.157 0.04 -0.03 0.21
H -0.653 -4.791 -1.559 0.21 -1.04 2.46
H 0.108 -4.990 0.229 -1.14 -0.92 -1.61
```
Forces are in eV/Å.

**E_LUMO**: 3.056 eV
**Net charge**: -2
**M**: 486.3 g mol⁻¹
**Frontier orbital gap**: 0.1184 Eh

=====

[2]
Formula: C52H40F10IN7O4PSTl
Source: the OMol25 dataset
Level of theory: the ωB97M-V functional and the def2-TZVPD basis

Geometry as XYZ:
```
117
Properties=species:S:1:pos:R:3:forces:R:3
Tl 2.257 -0.414 0.400 -0.50 -0.35 -0.74
I 1.320 -2.525 3.399 0.22 0.06 -0.28
S 3.278 3.106 -2.472 -0.09 -0.18 0.50
P -1.270 1.292 -1.428 0.76 -0.80 0.94
F -2.071 0.666 -8.080 -0.38 0.46 -1.09
F -7.668 1.161 0.590 0.45 -0.29 -0.10
F -0.577 -0.843 -7.835 1.80 -0.36 -0.56
F 0.802 7.644 -0.474 -1.26 -0.44 0.11
F -1.113 8.001 -1.505 0.69 -0.73 0.82
F 0.504 4.193 4.053 0.23 0.42 0.54
F -6.679 0.781 2.468 0.22 -0.94 -1.40
F -7.046 -0.878 0.991 0.05 0.56 0.56
F -1.105 7.718 0.659 0.82 -0.55 -1.00
F -2.573 -1.312 -7.271 0.11 0.50 -0.40
O -2.804 -4.761 -1.251 0.14 0.98 0.30
O 2.989 -4.975 -0.234 -0.66 0.35 0.22
O 2.018 -2.268 -0.584 -0.59 -0.27 -0.18
O 7.350 -4.670 1.113 -1.10 -0.14 -0.57
N 0.446 0.216 7.298 0.00 -0.22 0.10
N 5.313 -5.223 0.196 0.25 -0.62 0.29
N 0.650 -2.981 -3.865 -1.13 0.08 0.30
N 2.650 0.500 -1.666 0.14 0.94 0.54
N 0.105 2.346 6.892 -0.83 0.68 0.96
N -0.550 -1.734 0.929 0.42 -0.17 -1.63
N 4.599 -1.015 0.452 0.75 0.04 -1.09
C -2.663 -1.260 4.524 1.79 -0.18 -0.26
C -1.699 5.342 -1.570 -0.25 -0.60 -1.59
C 7.013 -2.109 -0.353 3.26 1.61 -0.85
C -2.626 -1.211 2.093 0.69 0.53 1.46
C -5.344 0.642 0.470 -0.16 0.23 0.76
C -1.830 3.995 -1.944 1.11 0.84 2.05
C -0.399 0.278 -3.773 1.45 -0.47 -0.76
C -2.520 1.314 -3.965 -1.21 0.23 -0.97
C 0.860 1.264 6.622 -1.03 -0.91 0.49
C 2.683 2.043 2.079 -3.27 0.95 1.50
C -1.431 0.960 -3.198 -0.54 0.48 0.67
C -2.596 0.921 -5.300 1.13 -0.24 0.24
C -3.764 0.135 -1.152 0.08 -1.15 -1.24
C 0.019 2.206 3.021 1.21 -1.02 -0.81
C -0.815 1.952 7.873 -1.15 0.67 -0.19
C 6.099 -2.905 0.243 -1.20 -0.18 -0.41
C 4.903 -2.298 0.584 -1.07 -0.44 0.69
C 2.930 -2.472 -3.276 0.60 -0.36 -0.58
C -0.267 -2.742 -1.270 -0.13 -0.42 1.60
C -0.621 -1.783 3.284 -1.03 -0.23 2.06
C 5.527 -0.243 -0.170 0.77 -0.95 1.10
C 2.910 1.643 -1.896 -0.11 -0.79 -0.78
C -0.658 -3.168 -3.553 0.25 -0.96 -0.51
C -6.666 0.414 1.119 -1.02 0.39 0.99
C -1.137 -3.199 -2.265 0.06 0.72 -0.18
C 0.370 1.133 2.186 0.92 1.04 0.68
C 6.311 -4.361 0.528 1.02 0.04 0.61
C -1.304 -1.624 2.084 0.54 -0.30 0.67
C 6.773 -0.709 -0.525 0.36 -1.33 0.04
C 1.724 1.060 1.789 -0.49 0.18 -0.24
C -0.391 -0.100 -5.119 -1.51 0.33 0.21
C -3.319 1.927 0.370 -0.42 0.59 1.15
C -4.987 -0.169 -0.609 0.22 0.49 1.25
C -4.537 1.670 0.992 -0.54 -0.58 -1.14
C -1.513 0.213 -5.899 0.40 0.10 1.29
C 0.956 3.161 3.324 0.94 0.36 -0.82
C 0.144 4.847 -0.103 -0.85 -0.42 0.19
C -0.701 5.778 -0.705 0.14 0.16 -0.38
C -0.512 7.270 -0.509 -0.35 1.06 0.17
C -1.031 3.063 -1.281 -0.22 0.82 0.52
C 2.273 3.173 2.843 0.62 -0.87 0.47
C -1.277 -1.622 4.531 -0.11 -0.24 -0.26
C -1.620 -0.303 -7.307 -2.36 -0.37 1.97
C 1.063 -2.495 -1.530 1.25 -0.22 -0.71
C 4.247 -5.036 -0.802 0.72 1.88 1.34
C -2.575 -3.525 -1.960 -0.57 -0.50 -0.32
C -3.267 -0.984 3.302 -0.73 -0.40 0.44
C -0.824 -2.662 0.099 -0.42 0.31 0.23
C -0.118 3.491 -0.299 0.58 -0.64 -1.03
C -2.935 1.124 -0.664 0.76 0.06 -1.71
C 1.487 -2.690 -2.886 0.40 0.52 -0.05
C -0.633 0.626 8.100 2.30 0.87 -2.29
H 0.180 3.269 6.461 -0.04 -0.60 0.38
H 1.587 1.260 5.845 0.56 -0.02 -0.22
H -1.183 -0.112 8.601 -0.61 -0.44 0.95
H 5.441 -6.155 0.604 -0.07 0.51 -0.40
H 4.268 -5.844 -1.464 0.19 -1.26 -1.13
H 5.361 0.786 -0.198 -0.69 1.53 -0.34
H -4.310 -0.636 3.289 0.52 -0.12 0.00
H -1.588 -3.408 0.359 0.11 0.12 -0.12
H 0.390 -0.749 -5.466 0.33 0.06 -0.35
H -3.500 1.171 -5.815 -0.18 -0.01 -0.62
H -2.674 2.752 0.670 -0.20 -0.16 0.19
H 3.039 3.910 3.196 -1.07 -0.52 -0.54
H 8.051 -2.500 -0.623 -1.64 0.38 0.37
H -2.315 6.004 -2.176 0.15 0.40 0.64
H -3.025 -2.749 -1.332 -0.02 -0.13 -0.17
H 7.585 -0.032 -0.864 -0.91 -0.61 0.06
H 4.127 -2.917 1.017 -0.09 -0.01 0.17
H -0.913 2.309 3.492 -1.35 0.00 0.23
H 4.487 -4.087 -1.303 -0.05 -0.43 -0.25
H 0.937 5.141 0.555 0.27 0.24 0.21
H -3.445 -0.423 -2.033 0.09 -0.03 0.24
H 0.470 2.668 0.153 -0.20 1.02 -0.05
H -1.638 2.578 8.242 0.78 -0.05 -0.33
H -2.606 3.681 -2.590 -0.49 -0.09 -0.76
H -4.961 2.256 1.789 0.29 0.19 0.20
H -2.343 -5.454 -1.710 0.33 -0.49 -0.33
H -0.394 0.425 1.879 0.45 0.18 0.03
H 0.502 0.070 -3.206 -0.13 -0.20 0.26
H -3.064 -0.799 1.240 -0.65 -0.04 -1.54
H 2.674 -4.049 -0.251 -0.03 -0.23 0.08
H -3.128 -3.596 -2.909 0.09 0.34 0.15
H -0.645 -1.827 5.449 -1.27 0.45 -1.00
H 3.036 -1.777 -4.114 -0.50 0.10 0.05
H -5.564 -1.058 -0.863 0.03 0.50 -0.28
H 3.433 -3.392 -3.695 -0.56 0.64 0.90
H -3.224 -1.166 5.440 0.10 0.09 0.15
H -3.366 1.902 -3.552 0.63 -0.64 -0.21
H 3.663 1.974 1.759 1.82 -0.17 -0.65
H -1.359 -3.425 -4.364 0.56 0.22 0.14
H 3.476 -1.998 -2.462 0.16 -0.42 0.03
```
Forces are in eV/Å.

**E_LUMO**: -0.554 eV
**M**: 1411.2 g mol⁻¹
**Frontier orbital gap**: 0.2927 Eh